(1)
Computed, not measured: a molecular structure, C7H18N9OOsPS, with wB97M-V/def2-TZVPD.

Last column: Löwdin charge in e.
Positions of all 38 atoms, in Å:
1 Os -0.24793 0.56496 0.00933  1.380
2 C 1.81299 0.10705 5.06258  0.057
3 C 1.12103 1.15282 4.28240  -0.213
4 N 0.82687 2.36321 4.70186  0.231
5 N 0.22318 2.99227 3.67733  0.134
6 C 0.10907 2.21924 2.61542  -0.613
7 S -0.58070 2.51340 1.07085  0.858
8 N 0.66692 1.05835 2.96872  -0.062
9 N 0.72807 0.00625 2.03224  0.074
10 H 1.52017 0.19322 6.11016  0.130
11 H 2.89243 0.29466 5.05409  0.129
12 H 1.62339 -0.90292 4.70169  0.098
13 H -0.08341 3.95871 3.80150  0.221
14 H 0.25776 -0.82221 2.41214  0.162
15 H 1.71664 -0.23138 1.89103  0.167
16 N -4.79617 -1.56703 -0.92548  0.272
17 N -3.90501 -0.64290 -0.72206  -0.202
18 N -4.26746 0.66705 -0.81697  0.236
19 C -3.16386 1.29020 -0.56582  -0.105
20 N -2.14806 0.38596 -0.32649  -0.273
21 N -2.67789 -0.86984 -0.44012  0.119
22 H -5.73843 -1.26125 -1.14832  0.183
23 H -4.54444 -2.54311 -0.83096  0.176
24 H -3.07842 2.36817 -0.56150  0.144
25 C 1.54756 0.55375 -3.90438  -0.124
26 P 1.34066 -0.78526 -2.76789  0.774
27 C 0.31931 -2.05700 -3.46809  -0.120
28 C 2.92970 -1.44843 -2.34558  -0.125
29 O 0.63294 -0.25127 -1.36666  -0.557
30 H 2.00754 0.12865 -4.80425  0.111
31 H 2.20970 1.31953 -3.49649  0.091
32 H 0.58936 0.99900 -4.17804  0.088
33 H 0.95157 -2.65002 -4.13626  0.105
34 H -0.49079 -1.62098 -4.05498  0.088
35 H -0.08783 -2.70762 -2.69256  0.083
36 H 3.32528 -1.93877 -3.24062  0.107
37 H 2.84512 -2.18667 -1.54620  0.086
38 H 3.61316 -0.64982 -2.05163  0.089

As for the gap between HOMO and LUMO (alpha / beta): 5.82 / 5.92 eV. The LUMO energy (alpha / beta) comes out at -0.6088 / -0.6043 Eh. For the max |F|, the calculation gives 2.08 eV/Å. The total charge is +4. The highest occupied orbital energy (alpha / beta) comes out at -0.82282 / -0.82195 hartree.

=====

(2)
Computed, not measured: 2 unconnected molecules or ions with the total composition C7H18NO, with wB97M-V/def2-TZVPD.

Last column: Löwdin charge in e.
Positions of all 27 atoms, in Å:
1 C 2.32978 0.04776 -1.06673  -0.030
2 C 1.01304 0.35181 -0.35310  -0.298
3 C -0.18786 -0.42173 -0.90076  -0.109
4 C -1.47294 0.39608 -0.76143  -0.322
5 C -2.03110 0.94183 -1.82149  0.067
6 C -2.05036 0.68715 0.61215  -0.211
7 C -1.46439 1.90305 1.33927  -0.080
8 N 1.22565 -0.19095 1.05783  0.188
9 H 3.12432 0.67583 -0.66199  0.091
10 H 2.65845 -0.97933 -0.85575  0.087
11 H 2.25108 0.18116 -2.13618  0.095
12 H 0.86886 1.42460 -0.34304  0.149
13 H -0.09943 -0.62656 -1.96390  0.124
14 H -0.39025 -1.35912 -0.39295  0.116
15 H -2.88158 1.62028 -1.81218  0.080
16 H -1.78978 0.82342 -2.87236  0.074
17 H -3.11967 0.82201 0.50016  0.110
18 H -2.04550 -0.22520 1.22375  0.113
19 H -0.53208 1.69356 1.86583  0.045
20 H -1.26403 2.73193 0.65479  0.091
21 H -2.16076 2.23224 2.08820  0.076
22 H 2.14683 0.05467 1.45200  0.173
23 H 1.22521 -1.24486 1.05023  0.091
24 H 0.56570 0.20002 1.73715  0.133
25 H 0.81595 -3.41510 1.38095  0.084
26 H 2.11307 -3.43106 0.50230  0.088
27 O 1.58249 -2.89527 1.10837  -0.028

As for the gap between HOMO and LUMO: 9.90 eV. The LUMO energy comes out at -0.1106 Eh. For the max |F|, the calculation gives 1.93 eV/Å. The total charge is +1. The highest occupied orbital energy comes out at -0.47439 hartree.

=====

(3)
Computed, not measured: a gas-phase ion, C7H18NO4P2 (charge +1), with wB97M-V/def2-TZVPD.

Last column: Löwdin charge in e.
Positions of all 32 atoms, in Å:
1 C -0.75182 -4.45894 1.02375  0.003
2 C -1.83461 -3.49746 0.61059  -0.508
3 O -2.92380 -3.50455 1.11217  0.117
4 N -1.51944 -2.51245 -0.38885  0.016
5 C -0.97741 -1.29122 0.22142  -0.209
6 C -0.77049 -0.21030 -0.84820  -0.183
7 C -1.50345 1.09821 -0.57281  -0.231
8 C -1.23588 1.73514 0.79102  -0.327
9 P 0.46672 2.21688 1.12975  1.060
10 C 1.36719 2.93355 -0.25101  -0.346
11 P 2.88081 2.02044 -0.78589  0.358
12 O 4.05194 2.70374 -0.24815  -0.227
13 O 2.74871 1.86726 -2.35856  -0.098
14 O 2.68283 0.52603 -0.29686  -0.136
15 H -1.01325 -5.46388 0.69550  0.095
16 H 0.22803 -4.18083 0.64005  0.073
17 H -0.70746 -4.45293 2.11195  0.093
18 H -0.83910 -2.91233 -1.02799  0.119
19 H -1.71715 -0.98271 0.96063  0.117
20 H -0.03002 -1.48822 0.74309  0.119
21 H -1.12098 -0.60333 -1.80257  0.125
22 H 0.29564 -0.01287 -0.97882  0.077
23 H -2.57673 0.90934 -0.63635  0.134
24 H -1.28360 1.82054 -1.36133  0.109
25 H -1.54513 1.09830 1.62252  0.098
26 H -1.82160 2.65346 0.88182  0.106
27 H 1.20342 1.17726 1.68363  0.043
28 H 0.41965 3.18441 2.12760  0.045
29 H 0.69531 3.11735 -1.08907  0.075
30 H 1.76818 3.88695 0.09614  0.076
31 H 2.87643 2.72291 -2.79633  0.112
32 H 2.48706 -0.09973 -1.00885  0.097

As for the gap between HOMO and LUMO: 9.33 eV. The LUMO energy comes out at -0.1165 Eh. For the max |F|, the calculation gives 0.85 eV/Å. The total charge is +1. The highest occupied orbital energy comes out at -0.45946 hartree.

=====

(4)
Computed, not measured: a molecular structure, C7H18O3, with wB97M-V/def2-TZVPD.

Last column: Löwdin charge in e.
Positions of all 28 atoms, in Å:
1 C -1.60069 -0.45517 -0.27628  -0.511
2 C -1.36126 2.32534 -0.31312  -0.111
3 C -1.25127 -1.28012 0.94448  0.001
4 C -3.07087 -0.17386 -0.45463  -0.013
5 O -0.91398 1.17314 0.39433  -0.192
6 O -0.92590 -0.65327 -1.35838  -0.024
7 H 0.24929 -0.25968 -1.16215  0.081
8 H -2.37359 2.57934 0.00397  0.083
9 H -0.69843 3.16287 -0.08436  0.090
10 H -1.34721 2.15106 -1.39379  0.095
11 H -0.17280 -1.36236 1.05664  0.064
12 H -1.66759 -0.83958 1.84839  0.091
13 H -1.66227 -2.28216 0.80681  0.099
14 H -3.23278 0.48227 -1.30743  0.087
15 H -3.50279 0.26319 0.44471  0.092
16 H -3.57271 -1.12276 -0.65527  0.097
17 C 2.34994 -0.00505 -0.27863  -0.466
18 C 2.50967 -1.48818 -0.59705  -0.051
19 C 2.52534 0.29016 1.20853  -0.051
20 O 1.08396 0.47264 -0.73139  -0.135
21 H 0.16378 0.95780 0.02246  0.068
22 H 3.11511 0.55241 -0.83341  0.134
23 H 2.39070 1.35519 1.40398  0.082
24 H 1.79278 -0.26064 1.80262  0.074
25 H 1.78037 -2.08461 -0.04519  0.073
26 H 2.36011 -1.66753 -1.66261  0.084
27 H 3.50915 -1.83388 -0.32685  0.080
28 H 3.52396 0.00342 1.54363  0.080

As for the gap between HOMO and LUMO: 10.54 eV. The LUMO energy comes out at 0.0335 Eh. For the max |F|, the calculation gives 0.62 eV/Å. The total charge is 0. The highest occupied orbital energy comes out at -0.35372 hartree.

=====

(5)
Computed, not measured: a single C7H18O3SSi molecule, with wB97M-V/def2-TZVPD.

Last column: Löwdin charge in e.
Positions of all 30 atoms, in Å:
1 C 1.92842 -0.52947 0.16402  -0.083
2 C -0.36546 -1.49005 0.90772  -0.103
3 C 0.38865 0.68549 4.07569  -0.178
4 C -0.04469 -1.18070 -2.62114  -0.200
5 C 0.36450 1.84270 -1.99158  -0.143
6 C -2.27823 0.43423 -0.85404  -0.155
7 C 0.40324 -0.36491 0.21919  -0.554
8 O 0.39452 2.38394 0.93625  -0.296
9 O -1.41165 1.03957 2.00348  -0.294
10 O 0.96555 0.72773 2.82346  -0.312
11 Si -0.46316 0.24500 -1.39997  0.583
12 S -0.07029 1.11622 1.51618  0.732
13 H 2.17429 -1.00433 1.11872  0.080
14 H 2.49623 0.47606 0.05609  0.123
15 H 2.09371 -1.21082 -0.61089  0.042
16 H -1.31309 -1.22448 1.06095  -0.001
17 H 0.09804 -1.62935 1.86294  0.082
18 H -0.46782 -2.37689 0.20590  0.122
19 H 0.88208 -0.18063 4.61387  0.107
20 H -0.70769 0.55690 4.14104  0.081
21 H 0.56834 1.68238 4.53619  0.099
22 H -0.45493 -0.99890 -3.73184  0.070
23 H 1.06753 -1.38796 -2.52046  0.028
24 H -0.49671 -2.24890 -2.47146  0.049
25 H 0.74645 2.24040 -1.05581  -0.001
26 H 1.28933 1.63212 -2.57115  0.054
27 H -0.24550 2.48924 -2.48376  -0.008
28 H -2.39489 1.20488 -0.11354  0.016
29 H -2.90244 0.59163 -1.71621  0.025
30 H -2.70237 -0.46943 -0.43094  0.034

As for the gap between HOMO and LUMO (alpha / beta): 5.33 / 6.36 eV. The LUMO energy (alpha / beta) comes out at 0.0273 / -0.1412 Eh. As for the multiplicity: 3. As for the expectation value of S²: 2.0076. For the max |F|, the calculation gives 6.24 eV/Å. The total charge is 0. The highest occupied orbital energy (alpha / beta) comes out at -0.16866 / -0.37502 hartree.

=====

(6)
Computed, not measured: a molecular structure, C7H18OSiZn, with wB97M-V/def2-TZVPD.

Last column: Löwdin charge in e.
Positions of all 28 atoms, in Å:
1 C 1.19982 -1.12172 1.03871  -0.032
2 C 1.95628 0.05131 0.40006  -0.386
3 C 2.71605 -0.40721 -0.86889  -0.012
4 C 1.06931 1.31819 0.25538  -0.191
5 C 0.18184 1.43072 -0.96001  -0.263
6 Si -1.69822 1.39192 -0.53853  0.757
7 C -2.20995 -0.07952 0.58012  -0.274
8 C -2.48169 -1.39092 -0.22572  -0.268
9 O -1.70121 -1.51008 -1.38525  -0.040
10 H 0.96195 -0.77290 2.06979  0.040
11 H 0.26894 -1.34984 0.51884  0.069
12 H 1.82639 -2.01689 1.05166  0.140
13 H 2.72690 0.33435 1.13228  0.148
14 H 2.78507 0.39239 -1.60946  0.101
15 H 3.68214 -0.86081 -0.65630  0.107
16 H 2.10175 -1.18060 -1.35549  0.094
17 H 1.69172 2.19693 0.43720  0.150
18 H 0.30752 1.30249 1.19358  0.013
19 H 0.35109 2.41746 -1.40832  0.106
20 H 0.37522 0.68958 -1.74128  0.096
21 H -2.06330 2.63575 0.16126  -0.002
22 H -2.40720 1.37675 -1.82685  0.022
23 H -3.15161 0.22702 1.05664  0.101
24 H -1.48922 -0.26646 1.46634  -0.022
25 H -2.36900 -2.23704 0.46698  0.136
26 H -3.53850 -1.37168 -0.50379  0.150
27 H -0.77543 -1.59933 -1.12931  0.072
28 Zn -0.31667 0.40016 2.38035  1.187

As for the gap between HOMO and LUMO: 6.22 eV. The LUMO energy comes out at -0.4358 Eh. For the max |F|, the calculation gives 1.87 eV/Å. The total charge is +2. The highest occupied orbital energy comes out at -0.66419 hartree.

=====

(7)
Computed, not measured: a molecular structure, C7H19AgCl2NO9P, with wB97M-V/def2-TZVPD.

Last column: Löwdin charge in e.
Positions of all 40 atoms, in Å:
1 Ag 8.46604 -26.51176 -24.53242  0.481
2 Cl 8.44959 -29.23508 -25.43262  -0.701
3 Cl 10.94186 -26.46511 -23.10177  -0.678
4 N 8.80837 -23.53112 -26.35337  -0.572
5 O 9.79060 -23.04691 -26.97204  -0.071
6 O 7.64365 -23.31837 -26.75767  -0.079
7 O 9.04732 -24.24742 -25.32762  -0.135
8 C 4.36748 -25.62013 -21.48096  -0.121
9 O 4.96804 -24.49961 -22.10056  -0.209
10 P 6.33447 -24.65162 -22.91813  0.389
11 O 7.02180 -25.92617 -22.69439  -0.278
12 O 5.89035 -24.38978 -24.42606  -0.217
13 C 5.21343 -23.18540 -24.75278  -0.114
14 O 7.19138 -23.36857 -22.53514  -0.207
15 C 8.30015 -23.52549 -21.66137  -0.105
16 H 4.37757 -25.45259 -20.40397  0.081
17 H 4.81751 -26.58798 -21.70122  0.086
18 H 3.32216 -25.75781 -21.76882  0.079
19 H 5.10293 -22.49089 -23.92008  0.080
20 H 4.22189 -23.49009 -25.10750  0.086
21 H 5.68690 -22.68125 -25.59536  0.073
22 H 8.13160 -24.31203 -20.92545  0.085
23 H 8.56433 -22.60261 -21.14052  0.078
24 H 9.19698 -23.77453 -22.23559  0.075
25 C 6.18903 -26.11275 -27.38704  -0.140
26 O 7.41861 -26.29273 -28.03206  -0.153
27 C 7.44867 -25.58416 -29.23421  -0.238
28 C 8.85302 -25.66172 -29.79464  -0.213
29 O 9.11162 -26.96339 -30.25932  -0.167
30 C 10.42062 -27.16394 -30.65886  -0.152
31 H 5.89992 -25.05043 -27.37949  0.067
32 H 6.15602 -26.39213 -26.33717  0.065
33 H 5.33157 -26.53635 -27.93201  0.079
34 H 7.19458 -24.52145 -29.17899  0.118
35 H 6.81949 -26.05383 -30.00476  0.122
36 H 9.52806 -25.49825 -28.93630  0.134
37 H 9.15961 -24.84920 -30.46764  0.123
38 H 10.59704 -28.15002 -31.09459  0.078
39 H 11.11217 -27.14471 -29.80347  0.096
40 H 10.76989 -26.42619 -31.39626  0.078

As for the gap between HOMO and LUMO: 6.00 eV. The LUMO energy comes out at 0.1630 Eh. For the max |F|, the calculation gives 2.28 eV/Å. The total charge is -2. The highest occupied orbital energy comes out at -0.05758 hartree.

=====

(8)
Computed, not measured: 5 unconnected molecules or ions with the total composition C7H19B2F8NO4, with wB97M-V/def2-TZVPD.

Last column: Löwdin charge in e.
Positions of all 41 atoms, in Å:
1 N -0.32349 0.35492 1.30229  0.298
2 H -0.54090 0.59380 0.34532  0.058
3 H 0.59747 -0.03457 1.16008  0.064
4 H -0.98138 -0.28073 1.73034  0.068
5 H -0.31828 1.22193 1.82034  0.078
6 C -2.74175 -2.74324 0.55476  -0.100
7 C -1.87768 -2.70336 1.84468  -0.633
8 C -0.30304 -2.94781 1.66138  -0.073
9 O -2.09232 -1.59703 2.67859  -0.373
10 H -3.81993 -2.90197 0.57552  0.054
11 H -2.29138 -3.54193 -0.03463  0.037
12 H -2.48455 -1.88178 -0.06155  0.049
13 H -2.24608 -3.58983 2.36096  0.074
14 H -0.20706 -3.88207 1.10817  0.037
15 H 0.28167 -3.15940 2.55661  0.058
16 H 0.14168 -2.13480 1.08747  0.034
17 B 2.89816 1.21955 0.98429  -1.466
18 F 3.33185 1.79326 2.15513  0.133
19 F 4.03586 0.90606 0.24309  0.091
20 F 2.18187 0.10370 1.10533  0.171
21 F 2.26289 2.21512 0.32600  0.169
22 B -0.35088 3.51342 1.79185  -1.345
23 F 0.44802 2.57476 2.31427  0.171
24 F -1.43666 2.96413 1.04637  0.084
25 F -0.79886 4.41525 2.73187  0.112
26 F 0.57320 4.28317 1.08130  0.091
27 C 0.74269 -2.08706 -2.46343  -0.047
28 C 1.70883 -0.88464 -2.03708  -0.163
29 O 1.32301 0.36278 -2.60334  0.042
30 C 0.23087 1.02076 -2.19792  -0.566
31 O -0.53775 0.63840 -1.30156  0.082
32 O 0.12926 2.07027 -2.90420  0.052
33 C -0.73303 3.08438 -2.48720  -0.032
34 H 0.49022 -1.88440 -3.50424  0.062
35 H -0.12955 -2.21474 -1.82233  0.058
36 H 1.26218 -3.03766 -2.58421  0.056
37 H 2.71259 -1.13680 -2.37913  0.117
38 H 1.81741 -0.83565 -0.95361  0.104
39 H -1.72970 2.75556 -2.19282  0.100
40 H -0.85326 3.69608 -3.38132  0.088
41 H -0.37224 3.69216 -1.65742  0.108

As for the gap between HOMO and LUMO: 6.08 eV. The LUMO energy comes out at 0.1796 Eh. For the max |F|, the calculation gives 4.60 eV/Å. The total charge is -2. The highest occupied orbital energy comes out at -0.04368 hartree.